# 1
{
  "formula": "C18H24N4O7S",
  "method": "wB97M-V/def2-TZVPD",
  "symbols": ["C", "H", "C", "C", "H", "H", "O", "C", "C", "C", "C", "C", "C", "N", "O", "O", "H", "C", "N", "C", "C", "N", "C", "C", "H", "H", "H", "N", "O", "O", "S", "C", "C", "O", "H", "C", "O", "C", "H", "H", "H", "H", "H", "H", "H", "H", "H", "H", "H", "H", "H", "H", "H", "H"],
  "coordinates": [[4.369, 6.047, 0.398], [3.594, 6.415, -0.271], [3.794, 5.761, 1.780], [2.711, 4.689, 1.719], [2.289, 4.512, 2.718], [1.906, 4.999, 1.040], [3.321, 3.507, 1.231], [2.606, 2.400, 1.041], [1.252, 2.258, 1.357], [0.593, 1.060, 1.168], [1.251, -0.055, 0.661], [2.591, 0.067, 0.342], [3.265, 1.267, 0.518], [4.652, 1.312, 0.137], [5.162, 2.385, -0.091], [5.229, 0.246, 0.049], [3.143, -0.769, -0.060], [0.565, -1.384, 0.447], [-0.838, -1.357, 0.739], [-1.808, -0.905, -0.111], [-3.002, -1.068, 0.592], [-2.745, -1.612, 1.814], [-1.457, -1.763, 1.892], [-0.734, -2.294, 3.069], [-1.454, -2.467, 3.862], [-0.240, -3.235, 2.829], [0.018, -1.583, 3.410], [-4.313, -0.723, 0.239], [-5.222, -1.088, 0.953], [-4.466, -0.060, -0.783], [-1.342, -0.317, -1.678], [-2.630, -0.949, -2.791], [-2.877, -2.453, -2.652], [-3.730, -2.889, -3.681], [-4.565, -2.408, -3.628], [-1.582, -3.280, -2.759], [-0.898, -3.423, -1.537], [-1.412, -4.422, -0.686], [-1.503, -5.377, -1.214], [-2.390, -4.155, -0.272], [-0.699, -4.527, 0.129], [-0.883, -2.786, -3.439], [-1.848, -4.258, -3.178], [-3.338, -2.656, -1.672], [-2.250, -0.727, -3.789], [-3.548, -0.387, -2.608], [0.680, -1.692, -0.599], [1.034, -2.143, 1.079], [-0.454, 1.004, 1.427], [0.703, 3.096, 1.755], [3.360, 6.665, 2.211], [4.590, 5.412, 2.438], [4.791, 5.136, -0.019], [5.153, 6.796, 0.464]],
  "atomic_forces_ev_per_a": [[0.0, 0.0, 0.2], [-0.1, 0.0, -0.1], [-0.2, -0.3, -0.3], [-0.1, 0.5, 0.3], [0.0, 0.0, -0.1], [0.0, -0.1, 0.1], [0.1, 0.1, 0.0], [0.0, -0.4, -0.1], [0.2, 0.3, 0.0], [0.1, -0.2, -0.1], [-0.1, 0.2, 0.1], [0.1, 0.2, 0.0], [-1.1, 0.0, 0.3], [0.5, -0.1, -0.1], [0.2, 0.2, -0.2], [0.3, -0.3, 0.0], [0.1, 0.0, 0.0], [0.5, -0.1, -0.2], [-0.5, 0.0, 0.0], [-0.9, 0.1, -0.2], [2.0, -0.4, 0.4], [-0.4, -0.1, 0.3], [-0.2, 0.1, 0.0], [0.1, 0.0, 0.0], [0.0, 0.0, 0.0], [0.1, -0.1, 0.1], [0.1, 0.0, 0.1], [-0.9, 0.2, -0.3], [0.0, 0.0, 0.0], [0.0, 0.1, 0.0], [-0.1, 0.4, -0.2], [-0.1, -0.1, 0.3], [0.4, 0.1, 0.4], [-0.3, -0.1, -0.4], [0.1, 0.0, 0.0], [-0.3, 0.1, -0.2], [0.2, 0.1, 0.0], [-0.1, 0.0, 0.0], [0.0, 0.0, 0.0], [0.0, 0.0, 0.0], [0.0, -0.1, 0.1], [-0.1, -0.1, 0.0], [0.0, 0.0, 0.0], [0.1, 0.0, -0.1], [0.1, 0.0, 0.0], [0.2, -0.1, -0.2], [0.0, -0.1, 0.2], [-0.1, 0.0, -0.1], [-0.1, 0.0, 0.0], [0.0, 0.1, 0.0], [0.0, 0.0, 0.1], [0.0, 0.0, 0.1], [0.1, 0.0, -0.1], [0.1, 0.1, -0.1]],
  "gap_ev": 8.23,
  "spin_multiplicity": 1,
  "e_lumo_ev": -0.49,
  "homo_ev": -8.723,
  "total_energy_ha": -1843.99072,
  "charge": 0
}

---

# 2
{
  "formula": "C18H25ClN2V",
  "method": "wB97M-V/def2-TZVPD",
  "symbols": ["C", "C", "C", "C", "Cl", "H", "H", "H", "H", "H", "H", "H", "H", "H", "C", "C", "C", "H", "C", "C", "H", "H", "H", "H", "C", "C", "C", "H", "C", "C", "H", "H", "H", "H", "V", "C", "C", "N", "C", "C", "N", "H", "H", "H", "H", "H", "H"],
  "coordinates": [[-4.734, -2.618, -4.029], [-5.618, -3.554, -3.198], [-5.585, -1.498, -4.638], [-4.038, -3.409, -5.142], [-3.483, -1.887, -2.957], [-6.354, -1.925, -5.295], [-4.966, -0.820, -5.237], [-6.088, -0.920, -3.856], [-6.389, -4.007, -3.836], [-6.122, -3.006, -2.395], [-5.025, -4.362, -2.757], [-4.786, -3.862, -5.805], [-3.425, -4.214, -4.723], [-3.399, -2.756, -5.745], [-0.653, 1.232, 2.048], [-1.040, 1.911, 0.845], [-1.863, 1.010, 0.076], [-0.787, 2.940, 0.601], [-1.960, -0.233, 0.793], [-1.240, -0.080, 2.022], [-1.196, -0.806, 2.831], [-0.067, 1.666, 2.856], [-2.378, 1.243, -0.854], [-2.556, -1.091, 0.500], [2.004, -0.359, -1.234], [2.136, 0.994, -0.771], [0.987, 1.727, -1.215], [2.982, 1.416, -0.228], [0.142, 0.818, -1.949], [0.760, -0.481, -1.935], [0.397, -1.365, -2.448], [2.753, -1.141, -1.127], [0.827, 2.791, -1.059], [-0.775, 1.075, -2.478], [0.210, 0.200, 0.190], [1.003, -3.150, 1.229], [1.687, -1.987, 1.824], [1.506, -0.694, 1.551], [2.384, 0.035, 2.366], [3.089, -0.844, 3.127], [2.635, -2.111, 2.771], [1.746, -3.804, 0.752], [0.498, -3.720, 2.022], [0.269, -2.823, 0.487], [2.422, 1.114, 2.326], [3.853, -0.672, 3.866], [2.956, -3.000, 3.151]],
  "atomic_forces_ev_per_a": [[-1.3, -0.7, -1.1], [0.2, 0.1, 0.2], [0.2, 0.2, 0.2], [0.2, 0.1, 0.1], [0.5, 0.3, 0.4], [0.2, 0.0, 0.2], [-0.1, -0.1, 0.1], [0.1, -0.1, -0.1], [0.2, 0.2, 0.1], [0.1, -0.1, -0.1], [-0.1, 0.1, -0.1], [0.1, 0.2, 0.2], [-0.1, 0.1, -0.1], [-0.1, -0.1, 0.1], [-0.8, 0.0, -0.7], [-0.2, -0.5, 0.6], [-0.1, -0.3, 0.5], [-0.2, -0.3, 0.1], [0.2, 1.3, 0.2], [0.1, 0.7, -0.7], [0.2, 0.1, -0.3], [-0.1, -0.2, -0.3], [0.2, -0.1, 0.3], [0.2, 0.1, -0.1], [-0.7, 0.7, 0.0], [-0.7, 0.0, -0.8], [0.6, -0.6, -0.2], [-0.3, -0.2, -0.1], [0.5, -0.4, -0.1], [0.3, 1.3, 0.1], [-0.1, 0.1, 0.2], [-0.3, 0.1, 0.2], [0.0, -0.3, -0.2], [0.3, -0.1, 0.2], [0.7, -1.5, 0.8], [-0.1, -0.2, -0.1], [0.4, 0.6, 0.3], [0.3, -0.2, 0.4], [-0.1, -0.6, -0.1], [-0.3, -0.2, -0.3], [0.2, 0.6, 0.1], [-0.3, 0.1, 0.0], [0.0, 0.1, -0.3], [0.0, -0.2, 0.1], [0.1, -0.2, 0.1], [0.0, -0.1, 0.0], [-0.1, 0.4, -0.1]],
  "gap_ev": [6.04, 6.52],
  "spin_multiplicity": 2,
  "e_lumo_ev": [-8.94, -8.47],
  "homo_ev": [-14.984, -14.984],
  "total_energy_ha": -2214.04581,
  "charge": 2
}

---

# 3
{
  "formula": "C18H25F3N7O",
  "method": "wB97M-V/def2-TZVPD",
  "symbols": ["C", "C", "C", "N", "N", "C", "C", "C", "O", "C", "F", "F", "F", "C", "H", "H", "H", "H", "H", "H", "H", "H", "H", "H", "C", "C", "N", "H", "H", "H", "C", "C", "N", "H", "H", "H", "C", "C", "N", "H", "H", "H", "C", "C", "N", "H", "H", "H", "C", "C", "N", "H", "H", "H"],
  "coordinates": [[-2.231, 2.686, 0.388], [-1.599, 1.686, -0.691], [-2.396, 1.208, -1.961], [-1.719, 0.302, -2.814], [-0.530, -0.262, -2.775], [0.321, 0.082, -1.719], [1.781, -0.630, -1.696], [1.511, -2.172, -1.267], [2.403, -3.100, -1.933], [1.469, -2.410, 0.304], [0.883, -3.695, 0.506], [0.624, -1.501, 1.000], [2.757, -2.339, 0.908], [-0.180, 1.065, -0.636], [-2.809, 3.527, -0.114], [-3.007, 2.061, 0.989], [-1.441, 3.029, 1.131], [-3.464, 1.580, -2.165], [-2.287, 0.025, -3.641], [2.486, -0.116, -0.964], [2.225, -0.598, -2.753], [0.460, -2.418, -1.679], [2.208, -3.029, -2.895], [0.527, 1.320, 0.225], [5.374, -0.448, 2.071], [5.529, 0.903, 2.618], [5.650, 1.964, 3.046], [4.395, -0.868, 2.311], [5.472, -0.455, 0.983], [6.127, -1.132, 2.469], [-1.808, -3.271, -5.578], [-0.404, -2.855, -5.529], [0.699, -2.528, -5.489], [-2.325, -3.052, -4.641], [-2.351, -2.759, -6.377], [-1.903, -4.344, -5.758], [1.195, -2.811, 3.981], [0.333, -3.585, 4.878], [-0.343, -4.193, 5.582], [1.647, -3.446, 3.216], [0.641, -2.026, 3.465], [2.011, -2.329, 4.526], [-1.296, -0.113, 3.613], [-2.402, 0.723, 3.160], [-3.270, 1.383, 2.804], [-1.544, -0.647, 4.534], [-1.033, -0.863, 2.864], [-0.397, 0.477, 3.811], [-2.988, 7.049, -0.102], [-3.018, 5.868, -0.968], [-3.041, 4.940, -1.649], [-2.075, 7.085, 0.497], [-3.033, 7.973, -0.682], [-3.833, 7.059, 0.591]],
  "atomic_forces_ev_per_a": [[-0.2, -1.7, -0.6], [1.5, -1.9, -2.3], [3.5, 0.0, 2.4], [-2.8, 2.0, 1.1], [1.9, 1.1, 2.6], [-1.9, 1.5, 0.6], [-1.3, 0.0, 0.3], [-0.9, 0.2, -1.5], [-0.7, 1.3, 0.8], [-0.1, -1.4, 0.5], [1.8, 3.0, 0.0], [1.9, -1.6, -1.6], [-3.3, -0.3, -1.3], [-2.1, -0.3, -1.7], [1.2, -1.2, 0.6], [1.4, 1.1, -1.1], [-1.0, -0.4, -1.2], [1.9, -0.9, 0.0], [0.8, 0.1, 0.7], [-1.0, -0.5, -1.0], [-0.8, -0.1, 1.6], [1.3, 0.4, 1.1], [0.1, -0.1, 0.8], [-1.2, -0.3, -1.4], [0.0, -0.3, -0.1], [0.0, 0.0, 0.0], [-0.1, -0.4, -0.2], [0.1, 0.2, 0.1], [0.0, 0.2, 0.1], [0.0, 0.2, 0.1], [-0.3, -0.1, -0.1], [0.1, 0.0, 0.0], [-0.4, -0.1, 0.2], [0.2, 0.0, 0.0], [0.2, 0.0, 0.0], [0.2, 0.1, 0.0], [0.3, 0.1, -0.1], [0.0, 0.0, 0.0], [0.2, 0.3, -0.3], [-0.1, -0.1, 0.2], [-0.1, -0.2, 0.2], [-0.1, -0.1, 0.1], [0.4, -0.3, 0.2], [0.1, -0.2, 0.2], [0.0, -0.3, 0.3], [-0.2, 0.1, -0.1], [-0.2, 0.1, -0.1], [-0.2, 0.1, 0.0], [0.0, 0.3, 0.2], [0.0, 0.1, -0.2], [0.0, 0.4, 0.2], [0.0, -0.2, -0.2], [0.0, -0.2, -0.1], [0.0, -0.2, -0.2]],
  "gap_ev": 8.93,
  "spin_multiplicity": 1,
  "e_lumo_ev": -4.81,
  "homo_ev": -13.745,
  "total_energy_ha": -1458.58887,
  "charge": 1
}

---

# 4
{
  "formula": "C18H25FN2O2",
  "method": "wB97M-V/def2-TZVPD",
  "symbols": ["C", "H", "C", "H", "H", "C", "N", "C", "O", "C", "H", "C", "C", "O", "N", "C", "H", "H", "C", "H", "C", "C", "C", "C", "C", "C", "C", "H", "H", "F", "H", "H", "H", "H", "H", "H", "H", "H", "C", "C", "H", "H", "H", "H", "H", "H", "H", "H"],
  "coordinates": [[0.110, 5.141, 0.331], [0.262, 5.798, -0.521], [-0.321, 3.761, -0.149], [-1.206, 3.864, -0.782], [0.468, 3.310, -0.751], [-0.668, 2.806, 1.002], [-1.412, 1.659, 0.487], [-0.941, 0.790, -0.427], [0.160, 0.851, -0.930], [-1.966, -0.295, -0.802], [-2.832, 0.220, -1.228], [-2.376, -1.158, 0.398], [-1.882, -2.565, 0.079], [-1.957, -3.526, 0.814], [-1.363, -2.558, -1.160], [-1.364, -1.276, -1.817], [-0.341, -0.963, -2.064], [-1.951, -1.327, -2.741], [-0.680, -3.693, -1.736], [-0.452, -3.448, -2.774], [0.608, -4.032, -0.963], [1.429, -2.798, -0.717], [1.403, -2.182, 0.528], [2.120, -1.024, 0.763], [2.855, -0.477, -0.272], [2.898, -1.062, -1.522], [2.182, -2.225, -1.736], [2.209, -2.695, -2.709], [3.480, -0.607, -2.308], [3.563, 0.651, -0.047], [2.113, -0.546, 1.729], [0.816, -2.618, 1.323], [0.325, -4.477, -0.009], [1.175, -4.766, -1.539], [-1.349, -4.559, -1.710], [-1.916, -0.834, 1.332], [-3.456, -1.188, 0.550], [-2.347, 1.521, 0.834], [0.576, 2.342, 1.765], [0.226, 1.460, 2.957], [1.124, 1.203, 3.513], [-0.453, 1.977, 3.634], [-0.249, 0.536, 2.632], [1.221, 1.800, 1.074], [1.116, 3.221, 2.117], [-1.343, 3.319, 1.697], [-0.652, 5.581, 0.972], [1.042, 5.091, 0.887]],
  "atomic_forces_ev_per_a": [[0.0, -0.2, -0.1], [0.0, 0.1, 0.0], [-0.1, 0.1, 0.2], [0.0, 0.0, 0.0], [-0.1, 0.0, -0.1], [0.4, 0.0, -0.4], [-0.3, 0.3, 0.4], [-0.7, -0.4, -0.1], [0.4, 0.2, -0.1], [0.2, 0.0, -0.1], [0.1, 0.0, 0.0], [-0.1, -0.1, 0.1], [-0.3, 0.4, 0.0], [0.0, -0.4, 0.3], [0.0, 0.0, -0.2], [0.1, 0.3, -0.4], [-0.2, -0.1, 0.0], [0.0, 0.0, 0.1], [0.0, -0.3, 0.2], [0.0, 0.0, 0.0], [-0.2, 0.1, -0.1], [0.0, -0.2, 0.0], [0.0, 0.0, -0.1], [0.2, 0.2, -0.1], [0.0, -0.2, 0.0], [0.1, 0.2, 0.1], [0.0, 0.0, 0.2], [0.0, -0.1, -0.1], [0.1, 0.1, -0.1], [-0.1, 0.0, 0.0], [0.0, 0.1, 0.1], [-0.1, -0.1, 0.1], [0.0, -0.1, -0.1], [0.0, -0.1, 0.0], [0.1, 0.1, -0.1], [0.0, 0.0, 0.0], [0.0, 0.0, 0.0], [0.1, -0.1, -0.1], [-0.3, 0.0, 0.2], [0.2, 0.1, -0.2], [0.0, -0.1, 0.1], [-0.1, 0.0, 0.1], [-0.1, -0.1, 0.0], [0.1, 0.1, 0.0], [0.1, 0.0, 0.0], [0.0, 0.0, 0.0], [-0.1, 0.1, 0.1], [0.1, 0.1, 0.1]],
  "gap_ev": 9.40,
  "spin_multiplicity": 1,
  "e_lumo_ev": 0.63,
  "smiles": "CCC(CC)NC(=O)[C@@H]1CC(=O)N(CCc2ccc(F)cc2)C1",
  "homo_ev": -8.772,
  "total_energy_ha": -1060.81267,
  "charge": 0
}